(1)
This record from OMol25 describes a molecular structure, C14H35BNO11V. The level of theory is ωB97M-V/def2-TZVPD.

Last column: natural (NBO) charge in e.
Cartesian coordinates (Å):
O 0.002 1.341 -1.127  -0.677
V 1.360 1.479 -0.330  1.472
C 3.294 -0.224 -1.068  0.864
O 2.778 0.621 -1.856  -0.834
O 2.504 -0.560 -0.137  -0.779
O 4.378 0.192 -0.525  -0.773
C 1.633 1.377 2.351  0.881
O 0.536 1.310 1.731  -0.806
O 2.041 0.352 2.999  -0.806
O 2.551 1.717 1.547  -0.780
B 2.075 3.413 -1.237  -0.777
H 1.657 2.764 -2.021  0.026
H 2.341 4.438 -1.647  -0.009
H 1.302 3.433 -0.451  0.007
H 3.043 3.064 -0.764  0.071
C -2.408 -0.886 -0.310  -0.256
O -1.686 -1.737 0.581  -0.542
C -0.819 -2.631 -0.088  -0.056
C -0.307 -3.661 0.896  -0.223
N 0.474 -3.033 1.949  -0.562
C 0.644 -3.906 3.100  -0.222
C 1.360 -3.230 4.284  -0.057
O 0.714 -1.989 4.501  -0.518
C 1.364 -1.142 5.415  -0.215
H -3.244 -0.267 0.013  0.192
H -2.949 -1.610 -0.937  0.113
H -1.742 -0.249 -0.894  0.223
H -0.009 -2.047 -0.534  0.221
H -1.344 -3.195 -0.871  0.125
H 0.345 -4.344 0.332  0.141
H -1.106 -4.286 1.307  0.158
H 1.355 -2.995 1.448  0.372
H 1.305 -4.723 2.773  0.135
H -0.328 -4.299 3.403  0.168
H 2.398 -2.993 4.027  0.174
H 1.430 -3.844 5.190  0.126
H 1.130 -1.505 6.430  0.090
H 0.967 -0.130 5.388  0.221
H 2.452 -1.174 5.330  0.175
C -3.767 4.266 -1.090  -0.624
C -3.009 3.158 -0.337  0.079
C -2.820 3.517 1.174  -0.660
O -3.888 2.065 -0.398  -0.713
H -3.152 5.144 -1.310  0.199
H -4.698 4.499 -0.570  0.171
H -4.027 3.991 -2.116  0.202
H -2.030 3.024 -0.798  0.244
H -2.118 2.848 1.678  0.277
H -3.731 3.558 1.775  0.163
H -2.257 4.452 1.243  0.211
H -4.513 2.219 0.315  0.448
C 0.554 -1.837 -3.645  -0.650
C 1.000 -0.764 -4.583  0.114
C 0.122 0.486 -4.436  -0.636
O 2.352 -0.334 -4.415  -0.786
H 0.896 -2.818 -3.985  0.179
H -0.531 -1.754 -3.575  0.196
H 1.062 -1.717 -2.686  0.259
H 0.973 -1.126 -5.617  0.120
H 0.476 1.278 -5.095  0.197
H 0.070 0.787 -3.392  0.269
H -0.841 0.107 -4.798  0.158
H 2.390 0.108 -3.534  0.523

Calculated values
spin multiplicity: 2
LUMO level (alpha / beta): 6.30 / 6.30 eV
HOMO level (alpha / beta): 2.72 / 2.68 eV
gap between HOMO and LUMO (alpha / beta): 0.1319 / 0.1333 Eh
net charge: -3

=====

(2)
This record from OMol25 describes C11H19N3 in the gas phase. The level of theory is ωB97M-V/def2-TZVPD.

Last column: natural (NBO) charge in e.
Cartesian coordinates (Å):
C -3.495 -1.004 -0.074  0.217
C -1.474 -2.262 0.473  0.074
C -2.355 -1.562 -0.576  -0.407
C -0.850 0.007 -0.645  0.217
C -0.658 0.068 -2.091  -0.696
C -1.567 0.856 1.659  -0.605
C -0.495 2.459 0.053  -0.599
C 2.138 -1.583 -0.741  -0.606
C 1.919 -0.438 1.557  -0.627
C -1.437 1.202 0.182  -0.254
C 1.453 -0.452 0.115  -0.067
N -4.358 -0.350 0.274  -0.356
N -0.239 -1.958 0.654  -0.242
N 0.063 -0.790 0.058  -0.169
H -1.895 -3.123 0.995  0.209
H -2.258 -1.799 -1.584  0.238
H 0.005 0.764 -2.489  0.213
H -1.725 0.256 -2.357  0.235
H -0.403 -0.888 -2.605  0.215
H -0.542 0.836 1.959  0.192
H -2.104 -0.023 1.925  0.224
H -1.952 1.632 2.206  0.218
H -0.827 3.271 0.589  0.213
H -0.192 2.779 -0.963  0.209
H 0.390 2.190 0.585  0.188
H 1.803 -1.664 -1.795  0.213
H 3.231 -1.328 -0.627  0.210
H 1.869 -2.559 -0.354  0.223
H 1.368 -1.335 2.083  0.246
H 1.814 0.384 2.139  0.215
H 3.039 -0.691 1.673  0.218
H -2.382 1.472 -0.304  0.223
H 1.675 0.382 -0.477  0.217

Calculated values
spin multiplicity: 3
LUMO level (alpha / beta): 0.75 / -2.03 eV
HOMO level (alpha / beta): -5.74 / -8.34 eV
gap between HOMO and LUMO (alpha / beta): 0.2386 / 0.2319 Eh

=====

(3)
This record from OMol25 describes a molecular structure, C47H107N2O25P6Ti. The level of theory is ωB97M-V/def2-TZVPD.

Last column: Mulliken charge in e.
Cartesian coordinates (Å):
Ti 1.095 -2.483 3.632  0.263
C 0.429 -0.433 -0.378  0.422
C 0.003 -0.910 1.027  2.550
C -1.543 -1.146 1.027  -0.761
O 0.760 -1.994 1.429  -0.046
H -0.270 0.211 -0.927  -0.154
H 0.523 -1.286 -1.052  -0.143
H 1.314 0.203 -0.328  -1.053
H 0.170 -0.026 1.666  -1.067
H -1.878 -1.324 2.051  0.146
H -1.874 -1.913 0.322  -0.237
H -2.021 -0.240 0.640  0.181
C -2.954 -0.673 -4.165  -1.368
C -2.875 -0.305 -2.691  0.370
O -4.059 0.325 -2.219  0.088
P -5.566 -0.145 -2.410  0.605
O -6.009 -0.005 -3.800  -0.797
O -5.592 -1.608 -1.765  0.032
C -6.805 -2.362 -1.706  -0.266
C -7.041 -3.066 -3.056  -1.133
O -6.365 0.671 -1.295  -0.318
C -6.445 2.091 -1.471  -0.005
C -7.408 2.652 -0.444  -1.379
H -1.967 -0.834 -4.604  0.317
H -3.399 -1.658 -4.345  0.315
H -3.577 0.013 -4.733  0.424
H -2.624 -1.186 -2.093  0.034
H -2.058 0.392 -2.501  0.049
H -6.648 -3.172 -0.994  0.302
H -7.680 -1.778 -1.425  0.249
H -6.101 -3.403 -3.487  0.258
H -7.733 -3.895 -2.898  0.417
H -7.500 -2.377 -3.766  0.303
H -5.474 2.584 -1.435  0.139
H -6.894 2.315 -2.443  0.303
H -7.303 3.730 -0.316  0.384
H -8.451 2.541 -0.746  0.368
H -7.283 2.143 0.513  0.314
C -3.912 -5.751 5.453  -1.069
C -2.872 -4.925 6.223  -0.352
O -1.913 -4.295 5.346  0.052
P -0.863 -5.111 4.484  0.837
O 0.428 -4.426 4.333  -0.698
O -0.770 -6.492 5.276  -0.182
C 0.144 -7.510 4.848  -0.264
C 0.128 -8.654 5.845  -1.261
O -1.606 -5.513 3.151  -0.333
C -1.809 -4.539 2.085  0.729
C -3.319 -4.248 1.998  -1.414
H -3.405 -6.666 5.153  0.267
H -4.739 -6.041 6.103  0.442
H -4.331 -5.133 4.664  0.211
H -3.347 -4.066 6.693  0.372
H -2.419 -5.576 6.968  0.324
H -0.128 -7.867 3.852  0.296
H 1.155 -7.109 4.750  0.285
H 0.932 -9.358 5.642  0.396
H 0.224 -8.244 6.849  0.308
H -0.818 -9.186 5.738  0.314
H -1.260 -3.635 2.349  -0.449
H -1.468 -4.979 1.152  0.329
H -3.799 -5.221 1.918  0.433
H -3.594 -3.651 2.865  0.165
H -3.523 -3.663 1.102  0.407
C 0.047 -0.203 -10.322  -1.286
C 0.144 -0.737 -8.907  -0.234
O 1.407 -0.459 -8.303  -0.329
P 2.029 -1.465 -7.270  0.871
O 2.089 -2.898 -7.631  -0.730
O 1.266 -1.154 -5.922  -0.167
C 1.408 -1.934 -4.716  -0.832
C 2.137 -1.182 -3.621  0.678
O 3.489 -0.833 -7.074  -0.294
C 4.528 -1.617 -6.485  0.572
C 5.399 -2.182 -7.607  -1.425
H 0.360 0.841 -10.360  0.304
H 0.776 -0.731 -10.942  0.316
H -0.945 -0.373 -10.730  0.375
H -0.620 -0.302 -8.256  0.276
H 0.029 -1.826 -8.951  0.363
H 0.368 -2.020 -4.391  0.218
H 1.733 -2.961 -4.878  0.523
H 3.209 -1.046 -3.784  -0.373
H 1.739 -0.177 -3.479  0.375
H 2.035 -1.748 -2.695  -0.341
H 5.171 -0.957 -5.901  -0.194
H 4.133 -2.325 -5.756  0.244
H 5.738 -1.388 -8.270  0.302
H 6.267 -2.664 -7.149  0.410
H 4.885 -2.934 -8.204  0.351
C 6.246 0.678 -3.784  -0.888
C 6.021 2.181 -3.789  -0.359
O 5.534 2.598 -2.516  -0.276
P 4.017 3.058 -2.325  0.980
O 3.005 2.010 -2.558  -0.491
O 4.022 3.617 -0.837  -0.423
C 2.805 4.003 -0.196  -1.014
C 2.407 2.939 0.815  0.597
O 3.896 4.366 -3.275  -0.303
C 4.695 5.509 -2.893  0.054
C 4.760 6.497 -4.036  -1.369
H 5.368 0.087 -3.526  -0.052
H 6.700 0.346 -4.719  0.440
H 6.980 0.410 -3.016  0.307
H 6.969 2.670 -4.001  0.341
H 5.293 2.384 -4.579  0.385
H 2.934 4.977 0.278  0.317
H 2.013 4.090 -0.944  0.586
H 2.288 2.015 0.249  -0.634
H 3.194 2.720 1.540  0.444
H 1.544 3.236 1.413  -0.156
H 4.167 5.930 -2.034  0.132
H 5.702 5.248 -2.560  0.299
H 3.787 6.739 -4.456  0.326
H 5.122 7.419 -3.568  0.397
H 5.478 6.242 -4.812  0.316
C -0.320 4.741 4.385  -0.547
C -0.616 5.974 3.557  -0.566
O 0.113 6.002 2.333  -0.196
P -0.623 6.146 0.892  0.915
O 0.291 5.921 -0.238  -0.637
O -1.822 5.086 1.016  -0.384
C -1.499 3.705 0.757  1.101
C -2.632 3.187 -0.123  -1.529
O -1.404 7.532 0.996  -0.271
C -0.649 8.757 1.183  -0.155
C -1.669 9.723 1.756  -1.238
H -0.310 3.835 3.780  -0.120
H 0.641 4.818 4.892  0.325
H -1.099 4.625 5.138  0.243
H -1.689 6.070 3.358  0.410
H -0.375 6.904 4.082  0.430
H -0.525 3.589 0.278  -0.099
H -1.437 3.104 1.665  -0.489
H -3.471 3.064 0.567  0.384
H -2.843 3.825 -0.975  0.458
H -2.472 2.175 -0.506  0.239
H 0.201 8.558 1.837  0.317
H -0.304 9.053 0.192  0.310
H -2.587 9.760 1.166  0.306
H -2.061 9.446 2.737  0.297
H -1.312 10.753 1.821  0.379
C -1.228 -1.629 7.662  -0.727
C 0.153 -1.031 7.742  -0.277
O 0.146 0.308 7.194  -0.282
P 0.191 0.546 5.617  -0.979
O -0.044 -0.608 4.728  1.337
O -0.770 1.763 5.340  -0.090
C -2.191 1.801 5.534  -0.286
C -2.878 1.292 4.263  -0.564
O 1.619 1.262 5.483  -0.462
C 2.060 1.537 4.126  0.658
C 3.284 0.697 3.879  -0.760
H -2.034 -1.039 8.108  0.378
H -1.549 -1.635 6.615  0.000
H -1.283 -2.648 8.046  0.408
H 0.565 -0.953 8.746  0.376
H 0.852 -1.612 7.131  0.150
H -2.497 1.261 6.432  0.294
H -2.456 2.839 5.736  0.335
H -3.920 1.612 4.264  0.535
H -2.370 1.683 3.385  -0.186
H -2.827 0.204 4.283  0.127
H 1.279 1.296 3.402  -0.522
H 2.290 2.601 4.051  0.458
H 3.781 0.853 2.919  0.187
H 4.062 0.772 4.636  0.365
H 2.954 -0.344 3.770  -0.281
N 0.433 -3.850 -0.970  0.593
C -0.398 -4.539 -1.813  -0.474
C 0.371 -5.251 -2.720  -1.135
C 1.694 -4.913 -2.447  -0.482
C 1.738 -4.090 -1.352  -0.531
H 0.279 -3.347 -0.100  -0.122
H -1.464 -4.456 -1.669  0.586
H 0.049 -5.900 -3.516  0.432
H 2.597 -5.252 -2.934  0.481
H 2.508 -3.610 -0.771  0.450
N 3.668 -1.017 0.800  1.212
C 4.247 -0.357 -0.252  -0.504
C 5.599 -0.297 -0.002  -0.636
C 5.842 -0.991 1.203  -1.036
C 4.623 -1.428 1.689  -0.586
H 2.685 -1.273 0.841  -0.198
H 3.569 -0.050 -1.034  0.406
H 6.278 0.206 -0.673  0.502
H 6.813 -1.204 1.620  0.432
H 4.365 -2.041 2.539  0.351

Calculated values
spin multiplicity: 4
LUMO level (alpha / beta): 0.22 / 0.18 eV
HOMO level (alpha / beta): -4.85 / -7.39 eV
gap between HOMO and LUMO (alpha / beta): 0.1865 / 0.2779 Eh

=====

These records have energy values of -2405.323056; -594.545927; -6743.709138 a.u., in the order they appear.